Record 1
ORCA calculation (wB97M-V/def2-TZVPD) on the molecule C20H23F3N2O2.

Computed properties:
**E_HOMO**: -7.792 eV
**Total charge**: 0
**SMILES string**: COc1cccc(CN2CCN(c3cccc(C(F)(F)F)c3)CC2)c1OC

Cartesian coordinates (Å):
C: -0.31883 -6.43390 -0.87033
O: 0.22413 -5.16023 -1.10970
C: -0.62823 -4.11847 -1.38155
C: -2.00980 -4.25334 -1.38496
C: -2.83229 -3.16475 -1.62004
C: -2.27836 -1.92610 -1.85787
C: -0.89986 -1.76632 -1.87904
C: -0.33471 -0.39476 -2.14069
N: -0.88801 0.57161 -1.20267
C: -0.46840 0.29947 0.15985
C: -1.17868 1.25494 1.12383
N: -0.87450 2.62895 0.77735
C: 0.18897 3.28796 1.34738
C: 0.98008 4.21108 0.64430
C: 1.99480 4.91161 1.26356
C: 2.28000 4.72657 2.60521
C: 1.50453 3.81920 3.31261
C: 1.73627 3.59617 4.77751
F: 1.71934 2.29079 5.11109
F: 2.90797 4.07863 5.21518
F: 0.78575 4.17710 5.54026
C: 0.47532 3.11842 2.70991
C: -1.27619 2.87791 -0.58937
C: -0.55725 1.93743 -1.56029
C: -0.05736 -2.85771 -1.64789
O: 1.28424 -2.58474 -1.66222
C: 2.22080 -3.59329 -1.97147
H: 0.53715 -7.08587 -0.70056
H: -0.95801 -6.44088 0.01845
H: -0.88618 -6.80119 -1.73172
H: -2.45870 -5.21358 -1.18958
H: -3.90332 -3.29620 -1.61033
H: -2.89940 -1.06148 -2.02839
H: 0.76381 -0.42686 -2.09275
H: -0.62886 -0.07754 -3.14672
H: -0.73289 -0.73138 0.40159
H: 0.62548 0.41550 0.27659
H: -0.87577 1.02930 2.14309
H: -2.26000 1.11315 1.03726
H: 0.81683 4.37951 -0.40779
H: 2.58378 5.60821 0.68614
H: 3.07825 5.26492 3.08883
H: -0.11429 2.45139 3.31806
H: -1.11454 3.92225 -0.85194
H: -2.35022 2.67369 -0.64927
H: -0.90062 2.12664 -2.58032
H: 0.53265 2.12024 -1.51798
H: 3.14582 -3.06273 -2.20054
H: 2.38742 -4.26681 -1.12884
H: 1.91190 -4.17450 -2.84325

Here are the Mulliken charges for atoms 1 to 6, given in e:
1 C -0.987
2 O -0.357
3 C 0.999
4 C -0.390
5 C -1.166
6 C -0.326

Record 2
ORCA calculation (wB97M-V/def2-TZVPD) on a structure of composition C38H36BrN5O5RuSbSe4.

Computed properties:
**Expectation value of S²**: 0.76
**E_HOMO (alpha / beta)**: -1.417 / -1.341 eV
**Total charge**: -2
**Multiplicity**: 2

Cartesian coordinates (Å):
Ru: 0.63609 -1.57602 -0.20135
O: -0.64134 -3.50724 -3.84268
C: -1.77759 -2.89885 -4.18272
C: -2.44113 -3.29547 -5.34833
C: -3.62120 -2.68267 -5.73384
C: -4.16380 -1.65143 -4.97644
C: -3.49926 -1.25491 -3.82194
C: -2.32676 -1.86582 -3.40520
C: -1.65577 -1.44376 -2.10754
O: -0.33763 -1.75355 -2.06378
N: -2.37588 -2.15808 -1.03229
N: -1.92353 -1.95430 0.23177
C: -2.71901 -2.30468 1.16730
C: -2.43386 -2.29035 2.59251
Br: -0.81447 -1.50483 3.09514
C: -3.29935 -2.84652 3.44998
C: -3.16986 -3.04009 4.89957
C: -4.31412 -2.92445 5.69439
C: -4.26078 -3.11898 7.06530
C: -3.05624 -3.45351 7.66938
C: -1.91819 -3.60058 6.88686
C: -1.96676 -3.39990 5.51612
H: -0.27945 -2.98516 -3.05277
H: -2.00318 -4.09373 -5.93466
H: -4.11833 -3.00889 -6.64058
H: -5.08016 -1.16186 -5.28163
H: -3.89600 -0.43820 -3.22402
H: -1.80482 -0.35202 -1.99956
H: -3.38547 -2.19113 -1.13054
H: -3.69231 -2.73224 0.90386
H: -4.22708 -3.21308 3.01527
H: -5.25636 -2.66708 5.22195
H: -5.15978 -3.01329 7.66163
H: -3.00771 -3.61217 8.74011
H: -0.97609 -3.88389 7.33934
H: -1.06882 -3.55090 4.92714
C: 1.49603 6.15519 1.31783
O: 1.25138 5.01257 0.53149
C: 1.68794 5.02189 -0.76113
C: 2.28577 6.10361 -1.38039
C: 2.68015 6.01046 -2.71475
C: 2.45098 4.84454 -3.41726
C: 1.83357 3.76008 -2.80105
C: 1.46718 3.81822 -1.46189
N: 0.83124 2.79168 -0.77363
C: 1.05524 1.41503 -0.85210
N: 2.11788 1.05238 -1.57945
C: 2.66072 -0.21374 -1.90933
C: 2.25763 -1.43152 -1.37269
C: 2.96710 -2.56490 -1.80760
C: 4.01440 -2.48017 -2.70019
C: 4.40220 -1.25327 -3.23506
C: 3.71306 -0.12970 -2.83545
O: 3.99690 1.15308 -3.29043
C: 5.16760 1.31547 -4.04888
N: 0.26057 0.58754 -0.24555
C: -0.67855 1.14040 0.66844
C: -2.04512 1.09425 0.45031
C: -2.94891 1.52958 1.41239
C: -2.48291 2.03277 2.61303
C: -1.11683 2.13088 2.84306
C: -0.21697 1.70079 1.87671
O: 1.12644 1.80987 1.99729
C: 1.67242 1.91937 3.29741
H: 1.10795 5.92897 2.30754
H: 0.98036 7.03389 0.91825
H: 2.56714 6.36587 1.38734
H: 2.45916 7.01886 -0.83218
H: 3.15853 6.85665 -3.19073
H: 2.74075 4.76425 -4.45698
H: 1.63645 2.86009 -3.36708
H: 0.38337 3.07970 0.08167
H: 2.69643 1.80863 -1.90643
H: 2.70671 -3.53010 -1.40105
H: 4.55092 -3.37996 -2.97491
H: 5.22557 -1.19172 -3.93272
H: 5.27052 2.38412 -4.23295
H: 5.10218 0.79002 -5.00712
H: 6.04685 0.95226 -3.50837
H: -2.40206 0.67414 -0.47812
H: -4.01260 1.45200 1.22467
H: -3.17670 2.34565 3.38365
H: -0.75511 2.51224 3.78754
H: 2.74434 1.78700 3.18071
H: 1.29104 1.12625 3.94386
H: 1.46025 2.90147 3.73580
Se: 2.00353 -4.23369 4.24721
Sb: 2.64441 -3.61512 1.98347
Se: 0.69636 -3.95174 0.37418
Se: 2.26406 -1.13496 1.64790
Se: 4.73844 -4.50150 1.16597

Here are the Mulliken charges for atoms 1 to 6, given in e:
1 Ru 1.317
2 O -0.745
3 C 0.159
4 C -0.700
5 C -0.287
6 C -0.876

Record 3
ORCA calculation (wB97M-V/def2-TZVPD) on a structure of composition C20H46O3P4SZr in a non-equilibrium geometry.

Computed properties:
**E_HOMO (alpha / beta)**: -21.043 / -21.063 eV
**Total charge**: +4

Cartesian coordinates (Å):
Zr: 0.13450 0.09179 -0.43698
P: -0.88697 -2.41104 0.02148
P: 2.55238 -1.39531 -0.41077
P: -2.25676 1.02194 0.49469
H: 2.76861 0.90473 -2.20375
C: 2.05554 1.60409 -1.76209
C: 1.85834 1.86486 -0.41017
H: 2.59053 1.63371 0.37650
C: -1.54143 -3.21385 -1.49205
C: -0.03624 -3.84792 0.75787
C: -2.33505 -2.50412 1.14108
C: 4.22903 -0.65975 -0.56632
C: 3.10899 -2.54480 0.91078
C: 2.51977 -2.57203 -1.82732
C: -2.02614 2.83876 0.56958
C: -3.03147 0.76575 2.10697
C: -3.71849 0.83727 -0.57814
H: 1.61471 2.28507 -2.50324
H: 1.13453 2.62295 -0.10370
H: -1.96505 -4.18989 -1.21940
H: -0.73047 -3.35231 -2.21798
H: -2.31695 -2.58618 -1.94961
H: -0.77903 -4.65632 0.83544
H: 0.31183 -3.60800 1.76933
H: 0.80288 -4.20212 0.15145
H: -2.61731 -3.56150 1.26123
H: -3.18417 -1.94378 0.73947
H: -2.06217 -2.09638 2.12337
H: 4.88964 -1.41311 -1.01037
H: 4.61298 -0.41089 0.43141
H: 4.24264 0.24898 -1.16745
H: 3.94611 -3.13974 0.51164
H: 2.32682 -3.22685 1.25429
H: 3.44670 -1.95314 1.77056
H: 3.52637 -2.98717 -1.96390
H: 2.21793 -2.02962 -2.73002
H: 1.80319 -3.38756 -1.66149
H: -2.97850 3.25608 0.90595
H: -1.75792 3.23591 -0.41452
H: -1.23329 3.07362 1.29395
H: -3.59521 1.66699 2.38004
H: -2.26319 0.57197 2.86752
H: -3.70852 -0.09199 2.05959
H: -4.18866 1.81583 -0.71254
H: -4.42968 0.14758 -0.09594
H: -3.45646 0.44242 -1.56649
C: -1.08082 2.12476 -3.68122
C: -2.02514 1.72088 -4.66368
C: -2.34893 2.57856 -5.71979
C: -1.70471 3.81850 -5.84854
C: -0.71643 4.19163 -4.93653
C: -0.39288 3.35882 -3.85188
S: -1.04822 1.30277 -2.18129
H: 0.38566 -0.57549 -2.01228
H: -2.55504 0.77401 -4.51609
H: -3.11215 2.30893 -6.44444
H: -1.98424 4.47439 -6.65516
H: -0.19303 5.13374 -5.03444
H: 0.32328 3.67866 -3.10432
C: 1.96506 2.17576 3.22731
O: 0.71440 1.65341 2.73200
P: 0.64574 0.06804 2.27899
O: 2.03413 -0.54818 2.93879
C: 2.03555 -1.55750 3.97689
O: -0.50008 -0.56491 3.26588
C: -0.70121 -0.20838 4.66607
H: 1.79829 3.24182 3.40315
H: 2.77394 2.04798 2.49564
H: 2.21878 1.68501 4.18021
H: 1.35689 -2.36675 3.70386
H: 3.05371 -1.95009 4.04148
H: 1.76129 -1.10080 4.93180
H: 0.05758 0.49857 5.03560
H: -0.65549 -1.13768 5.25068
H: -1.70082 0.22859 4.79136

Here are the Mulliken charges for atoms 1 to 6, given in e:
1 Zr -1.377
2 P 1.066
3 P 1.525
4 P 0.943
5 H 0.001
6 C -0.587

Record 4
ORCA calculation (wB97M-V/def2-TZVPD) on a structure of composition C32H33BrGeN5NaO3 in a non-equilibrium geometry.

Computed properties:
**E_HOMO (alpha / beta)**: -0.875 / 0.616 eV
**Total charge**: -2

Cartesian coordinates (Å):
Na: -0.46810 -1.07681 0.09846
C: 0.36028 -3.73734 -3.42291
C: 0.48365 -3.41882 -1.96329
N: -0.46036 -2.96175 -1.23410
N: -1.65787 -2.74524 -1.83948
C: -2.53669 -2.14042 -1.01536
O: -2.41563 -1.78654 0.17114
C: -3.86114 -1.85317 -1.69339
C: -4.62031 -0.78065 -1.24241
C: -5.84334 -0.48929 -1.83492
C: -6.32399 -1.28361 -2.86960
C: -5.57215 -2.36446 -3.31408
C: -4.33983 -2.64117 -2.73287
C: 1.81226 -3.54722 -1.29005
C: 2.85742 -4.22734 -1.91102
C: 4.09698 -4.27746 -1.29242
C: 4.26805 -3.65231 -0.07262
C: 3.16518 -3.00986 0.48018
N: 1.97413 -2.96028 -0.10280
H: -0.51548 -3.22842 -3.81611
H: 0.23477 -4.81338 -3.59562
H: 1.24764 -3.40686 -3.96709
H: -4.23159 -0.18487 -0.42591
H: -6.41911 0.36126 -1.48947
H: -7.27857 -1.05784 -3.33084
H: -5.94055 -2.98776 -4.12100
H: -3.72586 -3.46178 -3.08126
H: 2.70226 -4.69875 -2.87110
H: 4.92166 -4.79177 -1.77157
H: 5.22221 -3.64663 0.43780
H: 3.24426 -2.49907 1.43666
C: -0.03678 -3.06291 2.69882
O: 0.26019 -1.74002 2.29633
C: 0.01875 -0.72825 3.20745
C: -0.13287 -0.97747 4.58995
C: -0.34455 0.14067 5.39157
Br: -0.55818 -0.14158 7.28094
C: -0.40699 1.42326 4.91541
C: -0.25245 1.67205 3.50630
C: -0.05104 0.53296 2.66702
O: 0.07943 0.63097 1.31365
C: -0.28346 2.95517 2.95850
N: -0.13219 3.27089 1.64950
C: -0.21696 4.63127 1.57353
C: -0.12145 5.48520 0.47363
C: -0.23658 6.86326 0.67895
C: -0.44558 7.40144 1.94640
C: -0.54630 6.55869 3.06503
C: -0.42874 5.19991 2.85723
N: -0.47024 4.11903 3.71472
H: 0.63966 -3.39725 3.49110
H: 0.09927 -3.68105 1.81439
H: -1.06941 -3.13939 3.04936
H: -0.09847 -1.97036 5.00492
H: -0.57137 2.23668 5.60864
H: 0.00157 1.56669 1.03198
H: 0.03895 5.06909 -0.51386
H: -0.16124 7.53209 -0.17155
H: -0.53162 8.47426 2.07142
H: -0.70866 6.96717 4.05678
H: -0.61760 4.15402 4.70392
C: 3.17680 -0.50499 -2.83963
Ge: 1.98316 0.90643 -2.09844
C: 2.31268 2.45421 -3.30035
C: 2.90841 1.43019 -0.44008
C: 0.14998 0.39957 -1.85368
H: 4.15943 -0.09301 -3.10023
H: 2.73230 -0.95396 -3.73373
H: 3.32191 -1.29498 -2.09488
H: 3.38777 2.63844 -3.42263
H: 1.85359 3.34877 -2.86888
H: 1.86826 2.28009 -4.28447
H: 3.93613 1.74206 -0.65873
H: 2.93128 0.59319 0.26499
H: 2.38000 2.25550 0.04706
H: -0.19698 0.12161 -2.87127

Here are the Mulliken charges for atoms 1 to 6, given in e:
1 Na 0.819
2 C -1.667
3 C 0.516
4 N 0.451
5 N -0.766
6 C 0.402

Record 5
ORCA calculation (wB97M-V/def2-TZVPD) on a cluster of 2 separate species, C2H4O4 in total in a non-equilibrium geometry.

Computed properties:
**E_HOMO**: -10.696 eV
**Total charge**: 0
**SMILES string**: O=CO.O=CO

Cartesian coordinates (Å):
O: -0.87225 1.24385 -0.38818
C: -1.30685 0.34850 0.22985
O: -1.56445 -0.85712 -0.36147
H: -1.86204 0.19872 1.20966
H: -1.16915 -0.76210 -1.33040
O: 0.69723 0.05343 1.26933
C: 1.34579 -0.37412 0.31291
O: 1.73385 0.33711 -0.65182
H: 1.47460 -1.49642 0.20129
H: 1.52327 1.30815 -0.49118

Here are the Mulliken charges for atoms 1 to 6, given in e:
1 O -0.522
2 C 0.352
3 O -0.450
4 H 0.268
5 H 0.338
6 O -0.564

Record 6
ORCA calculation (wB97M-V/def2-TZVPD) on a cluster of 7 separate species, C26H38Cl4F2O9 in total in a non-equilibrium geometry.

Computed properties:
**E_HOMO**: -9.006 eV
**Total charge**: 0
**SMILES string**: CCOC(=O)OC.CCOC(=O)OC.CCOC(=O)OC.Fc1ccccc1.Fc1ccccc1.ClCCl.ClCCl

Cartesian coordinates (Å):
C: 4.63766 2.10546 5.45353
C: 3.50049 2.95861 4.80785
O: 4.06077 3.80031 3.84326
C: 4.21041 3.51273 2.55243
O: 3.95090 2.41773 2.04387
O: 4.49449 4.67673 1.95002
C: 4.68955 4.71693 0.59090
H: 5.09536 1.53393 4.64609
H: 4.34084 1.50517 6.31356
H: 5.40125 2.80221 5.79930
H: 3.00820 3.49696 5.61775
H: 2.75302 2.28113 4.39505
H: 4.80281 5.76005 0.29565
H: 3.94566 4.22274 -0.03400
H: 5.62603 4.20901 0.36050
C: 6.34504 -3.15038 5.83592
C: 7.51923 -2.79948 4.93393
O: 7.79921 -1.40784 5.23266
C: 8.91962 -0.73737 4.75162
O: 9.17099 0.48866 4.92949
O: 9.57819 -1.58977 3.85765
C: 10.64049 -1.23200 3.03889
H: 5.90248 -4.12594 5.63463
H: 5.50944 -2.45906 5.72664
H: 6.55629 -3.04367 6.89992
H: 7.39892 -2.81885 3.85077
H: 8.46374 -3.30794 5.12747
H: 10.25337 -0.65229 2.20092
H: 11.22270 -2.07096 2.65774
H: 11.29670 -0.45507 3.43116
C: 14.29748 6.22630 14.08040
C: 14.58385 5.53005 12.74994
O: 13.50270 4.77064 12.32714
C: 12.46228 5.33872 11.66003
O: 12.34413 6.51672 11.38052
O: 11.62371 4.36241 11.33025
C: 10.38283 4.57087 10.67622
H: 15.25970 6.50310 14.51123
H: 13.67119 5.57213 14.68697
H: 13.77442 7.16895 13.91937
H: 15.34147 4.77660 12.96548
H: 15.06900 6.19502 12.03542
H: 9.82810 3.64732 10.84181
H: 10.57587 4.64224 9.60582
H: 9.82378 5.45767 10.97481
F: 12.00080 9.08037 8.48797
C: 10.95586 8.52158 7.84716
C: 10.52787 8.96417 6.58464
C: 9.34089 8.37456 6.09839
C: 8.64627 7.31755 6.76282
C: 9.07952 6.96860 8.02741
C: 10.25934 7.54513 8.55563
H: 11.03725 9.74324 6.03693
H: 8.96855 8.67549 5.13029
H: 7.76657 6.90060 6.29518
H: 8.58002 6.17951 8.56987
H: 10.54226 7.17832 9.53123
F: 10.79985 -4.35261 11.24879
C: 10.09982 -3.47627 10.44598
C: 8.68809 -3.34742 10.64403
C: 7.95865 -2.63627 9.65381
C: 8.63791 -2.02593 8.58356
C: 10.04987 -2.07889 8.56114
C: 10.77284 -2.82073 9.45140
H: 8.19628 -3.84104 11.46918
H: 6.89439 -2.49630 9.77284
H: 8.13393 -1.41019 7.85331
H: 10.62878 -1.46250 7.88932
H: 11.84839 -2.90579 9.40295
Cl: 6.77953 1.85191 8.79694
C: 8.23405 1.86290 7.73402
Cl: 9.13225 3.45293 7.59020
H: 8.90402 1.13169 8.18631
H: 7.89386 1.54271 6.74921
Cl: 11.63767 1.53987 8.78201
C: 12.17523 1.51032 7.07323
Cl: 12.53191 -0.21011 6.64677
H: 11.47806 1.87597 6.31933
H: 13.11816 2.05464 7.02123

Here are the Mulliken charges for atoms 1 to 6, given in e:
1 C -0.932
2 C -0.395
3 O -0.300
4 C 0.753
5 O -0.586
6 O -0.297

Record 7
ORCA calculation (wB97M-V/def2-TZVPD) on a structure of composition C6H6O in a non-equilibrium geometry.

Computed properties:
**E_HOMO**: -9.392 eV
**Total charge**: 0

Cartesian coordinates (Å):
C: -1.40377 -0.14084 -0.39162
C: -0.25001 0.98207 -0.12639
C: -0.11062 0.22064 1.16355
C: -0.20651 -1.01926 0.19318
C: 1.10922 -0.82788 -0.58704
C: 0.94640 0.47059 -0.85187
H: -0.44232 1.98853 -0.64449
H: 0.86086 0.49493 1.80143
H: -0.94771 0.37546 1.81789
H: -0.40857 -1.97968 0.61621
H: 1.78164 -1.48057 -0.98849
H: 1.64474 1.10285 -1.36920
O: -2.57334 -0.18682 -0.63315

Here are the Mulliken charges for atoms 1 to 6, given in e:
1 C 0.369
2 C -0.185
3 C -0.708
4 C -0.134
5 C -0.836
6 C -0.293